{
  "formula": "C3H5N3O",
  "method": "the ωB97M-V functional and the def2-TZVPD basis",
  "homo_energy_ha": -0.337,
  "e_lumo_ev": 0.736,
  "smiles": "Nc1conc1N",
  "total_energy_ha": -356.77701,
  "relative_energy_kcal_mol": 50.4,
  "elements": ["N", "C", "C", "O", "N", "C", "N", "H", "H", "H", "H", "H"],
  "xyz": [[-1.27944, -0.99752, 0.80335], [-0.37233, 0.05223, 0.52132], [-0.15765, 1.15526, 1.27784], [0.82242, 1.90175, 0.76605], [1.27804, 1.31266, -0.40390], [0.58368, 0.21175, -0.54104], [0.83315, -0.67405, -1.58265], [-1.70537, -1.37695, -0.03828], [-0.80841, -1.75673, 1.29091], [-0.61435, 1.50538, 2.19577], [0.00040, -1.07571, -1.99294], [1.41987, -0.25807, -2.29642]]
}